No. 1
Density functional theory data (ωB97M-V/def2-TZVPD) for one molecule with the formula C5H11N.

## Properties
Total energy, hartree: -251.8155
SMILES: C=C(CC)NC
Frontier orbital gap, Eh: 0.3412
Relative energy (zero: lowest compared OMol25 entry of this formula, charge and spin), kJ/mol: 123.4

Structure (ORCA input):
```
! RIJCOSX wB97M-V def2-TZVPD def2/J DEFGRID3
* xyz 0 1
N -0.423 1.081 1.005
C -1.788 0.792 1.407
C 1.240 -0.716 -1.902
C 0.266 -1.224 0.972
C 0.268 -0.011 0.424
C 0.969 0.391 -0.856
H -0.566 -1.451 1.631
H 0.660 -0.565 -2.798
H -0.426 1.778 0.273
H -2.247 1.700 1.791
H 0.911 -1.644 -1.435
H 1.806 1.041 -0.600
H 2.295 -0.752 -2.152
H -2.385 0.401 0.583
H 0.940 -2.036 0.751
H 0.289 1.068 -1.380
H -1.809 0.147 2.286
*
```



No. 2
Density functional theory data (ωB97M-V/def2-TZVPD) for a 3-piece molecular cluster, C5H11N overall.

## Properties
Total energy, hartree: -251.6814
Frontier orbital gap (alpha / beta), Eh: 0.3087 / 0.3087
Relative energy (zero: lowest compared OMol25 entry of this formula, charge and spin), kJ/mol: 475.5

Structure (ORCA input):
```
! RIJCOSX wB97M-V def2-TZVPD def2/J DEFGRID3
* xyz 0 1
N -0.147 -0.599 -0.388
C 0.655 -1.725 0.047
C 1.002 -0.296 0.250
C -1.429 -0.288 -0.209
C -1.878 1.114 -0.489
C 2.139 0.605 -0.089
H -0.850 -0.060 1.649
H 2.877 0.585 0.719
H -2.839 1.305 -0.003
H -2.004 1.297 -1.565
H 2.651 0.321 -1.019
H -2.134 -1.107 -0.338
H 0.282 -2.278 0.917
H 1.785 1.636 -0.188
H 1.045 -2.345 -0.764
H 0.001 0.017 1.623
H -1.147 1.835 -0.105
*
```



No. 3
Density functional theory data (ωB97M-V/def2-TZVPD) for C5H11N as an isolated structure.

## Properties
Total energy, hartree: -251.6599
Frontier orbital gap, Eh: 0.2818
Relative energy (zero: lowest compared OMol25 entry of this formula, charge and spin), kJ/mol: 531.9

Structure (ORCA input):
```
! RIJCOSX wB97M-V def2-TZVPD def2/J DEFGRID3
* xyz 0 1
N -0.531 -0.114 1.279
C -0.019 -1.137 0.336
C 0.374 1.689 -0.283
C 0.424 1.769 -1.751
C -0.722 1.112 0.338
C -0.075 -2.463 1.065
H 0.091 0.705 1.438
H 0.949 0.917 -2.165
H 0.672 -2.535 1.852
H -0.010 -3.363 0.457
H -0.573 1.541 -2.179
H -0.693 -1.174 -0.524
H 0.819 2.678 -2.206
H 0.983 -0.959 -0.056
H -1.027 -2.510 1.589
H -1.707 1.564 0.462
H 1.046 2.280 0.347
*
```



No. 4
Density functional theory data (ωB97M-V/def2-TZVPD) for C5H11N2 as an isolated structure.

## Properties
Total energy, hartree: -306.2558
Frontier orbital gap, Eh: 0.2967
Relative energy (zero: lowest compared OMol25 entry of this formula, charge and spin), kJ/mol: 335.1

Structure (ORCA input):
```
! RIJCOSX wB97M-V def2-TZVPD def2/J DEFGRID3
* xyz 1 1
N 1.012 -0.712 -2.763
N -0.538 -0.088 -1.084
C -2.174 0.911 0.390
C 1.762 -0.266 2.140
C 0.640 -0.613 -1.533
C 0.071 0.170 1.347
C -0.897 0.221 0.253
H 2.372 -0.809 1.455
H 1.614 -1.468 -3.034
H -2.892 0.476 1.067
H -1.103 0.325 -1.748
H -0.443 0.628 2.140
H 0.846 -0.108 -3.512
H 1.493 -1.008 2.972
H 1.846 0.763 2.603
H -2.000 1.870 0.682
H 1.082 -1.311 -0.850
H -2.692 1.018 -0.526
*
```



No. 5
Density functional theory data (ωB97M-V/def2-TZVPD) for an isolated ion of composition C5H11N2 and charge +1.

## Properties
Total energy, hartree: -306.2105
SMILES: C=N/C=C\CC[NH3+]
Frontier orbital gap, Eh: 0.2739
Relative energy (zero: lowest compared OMol25 entry of this formula, charge and spin), kJ/mol: 454.1

Structure (ORCA input):
```
! RIJCOSX wB97M-V def2-TZVPD def2/J DEFGRID3
* xyz 1 1
N 0.506 1.483 -0.231
N -1.651 -0.054 0.015
C 0.279 -1.506 0.723
C 1.482 0.537 -0.046
C 0.628 2.711 -0.485
C 1.181 -0.766 -0.336
C -1.159 -1.575 0.134
H 1.748 -1.300 -1.095
H 2.444 0.975 0.210
H 0.680 -2.577 0.828
H -1.589 0.251 -1.001
H -1.158 -2.042 -0.887
H 1.514 3.123 -0.083
H -0.824 0.547 0.354
H -1.716 -2.052 0.985
H -2.549 0.001 0.517
H 0.316 -0.930 1.633
H -0.132 3.176 -1.235
*
```



No. 6
Density functional theory data (ωB97M-V/def2-TZVPD) for a 2-piece molecular cluster, C5H11N2 overall.

## Properties
Total energy, hartree: -306.1849
Frontier orbital gap, Eh: 0.3760
Relative energy (zero: lowest compared OMol25 entry of this formula, charge and spin), kJ/mol: 521.5

Structure (ORCA input):
```
! RIJCOSX wB97M-V def2-TZVPD def2/J DEFGRID3
* xyz 1 1
N -1.619 -0.047 0.848
N 0.710 -0.704 0.441
C 2.648 0.083 0.644
C -2.897 0.242 0.023
C 3.309 0.367 -0.408
C 0.293 -0.668 -0.911
C -0.243 0.281 0.156
H 0.973 -0.124 -1.679
H -3.667 -0.521 0.142
H -2.618 0.266 -1.054
H 0.114 1.313 0.054
H 2.899 0.090 -1.347
H 2.730 -0.072 1.766
H -1.955 0.320 1.777
H -0.083 -1.539 -1.434
H -1.652 -1.067 0.964
H -3.280 1.213 0.347
H 4.338 0.568 -0.328
*
```



No. 7
Density functional theory data (ωB97M-V/def2-TZVPD) for a 2-piece molecular cluster, C5H11N2 overall.

## Properties
Total energy, hartree: -306.2224
Frontier orbital gap, Eh: 0.2943
Relative energy (zero: lowest compared OMol25 entry of this formula, charge and spin), kJ/mol: 422.9

Structure (ORCA input):
```
! RIJCOSX wB97M-V def2-TZVPD def2/J DEFGRID3
* xyz 1 1
N 1.132 -2.234 -0.360
N 0.146 -1.897 1.658
C -1.548 1.061 -0.401
C -0.576 1.027 -1.616
C -0.097 0.918 -0.291
C 0.976 1.626 0.387
C 0.655 -1.468 0.545
H -2.268 0.361 -0.276
H 0.915 2.655 -0.105
H 0.329 -2.875 1.924
H 0.787 1.697 1.524
H 1.050 -3.291 -0.303
H -0.565 0.190 -2.273
H -0.364 -1.225 2.273
H 2.067 1.169 0.126
H -0.479 2.007 -2.161
H -1.855 2.077 0.120
H 1.667 -1.795 -1.116
*
```



No. 8
Density functional theory data (ωB97M-V/def2-TZVPD) for a 2-piece molecular cluster, C5H11N2 overall.

## Properties
Total energy, hartree: -306.1880
Frontier orbital gap (alpha / beta), Eh: 0.2890 / 0.2959
Relative energy (zero: lowest compared OMol25 entry of this formula, charge and spin), kJ/mol: 513.1

Structure (ORCA input):
```
! RIJCOSX wB97M-V def2-TZVPD def2/J DEFGRID3
* xyz 1 1
N 0.879 -0.818 -0.080
N -1.989 -1.363 0.071
C -1.316 -0.339 -0.269
C 1.173 -1.044 1.306
C 1.633 1.437 -0.499
C 1.432 0.138 -0.794
C -1.601 1.037 -0.578
H -2.532 1.463 -0.152
H 1.234 1.730 0.422
H -1.535 -2.220 0.446
H 1.713 -0.202 1.824
H -2.926 -1.270 0.124
H 0.501 -1.559 2.028
H 2.097 -1.697 1.192
H 1.637 -0.333 -1.792
H -1.663 1.253 -1.673
H -0.698 1.642 -0.367
H 1.962 2.145 -1.209
*
```



No. 9
Density functional theory data (ωB97M-V/def2-TZVPD) for an isolated ion of composition C5H11N2 and charge +1.

## Properties
Total energy, hartree: -306.2829
SMILES: C[C@@H]1NC[N@@H+]2C[C@H]12
Frontier orbital gap, Eh: 0.3937
Relative energy (zero: lowest compared OMol25 entry of this formula, charge and spin), kJ/mol: 264.0

Structure (ORCA input):
```
! RIJCOSX wB97M-V def2-TZVPD def2/J DEFGRID3
* xyz 1 1
N -1.264 0.570 -0.631
N 0.388 -1.149 -1.061
C -1.086 1.378 0.610
C -0.196 0.116 -1.570
C 0.348 -0.998 0.344
C 1.637 -0.308 0.824
C -0.931 -0.119 0.667
H 0.192 -2.068 -1.387
H -2.117 0.692 -1.000
H -0.299 2.013 0.730
H 1.789 0.581 0.162
H -1.990 1.826 1.075
H 0.271 -2.073 0.672
H -0.388 0.066 -2.651
H 2.511 -1.056 0.668
H -1.712 -0.763 0.967
H 1.610 -0.105 1.940
H 0.713 0.803 -1.361
*
```



No. 10
Density functional theory data (ωB97M-V/def2-TZVPD) for an isolated ion of composition C5H11N2 and charge +1.

## Properties
Total energy, hartree: -306.2003
Frontier orbital gap (alpha / beta), Eh: 0.3225 / 0.2941
Relative energy (zero: lowest compared OMol25 entry of this formula, charge and spin), kJ/mol: 481.0

Structure (ORCA input):
```
! RIJCOSX wB97M-V def2-TZVPD def2/J DEFGRID3
* xyz 1 1
N -1.958 0.103 -0.222
N 0.229 1.574 -0.725
C 2.418 -0.416 -0.086
C 0.266 0.746 0.317
C -1.315 -1.192 -0.420
C -1.139 0.657 0.913
C 1.158 -0.251 0.620
H 1.103 1.674 -1.263
H 2.476 0.133 -1.022
H -1.265 -1.806 0.369
H -1.771 0.871 -0.986
H -1.268 -1.595 -1.463
H -1.455 1.757 0.919
H -1.324 0.048 1.825
H 2.704 -1.407 -0.307
H 3.365 -0.145 0.257
H 0.743 -0.974 1.338
H -2.966 0.223 -0.063
*
```



No. 11
Density functional theory data (ωB97M-V/def2-TZVPD) for a 2-piece molecular cluster, C5H11N2 overall.

## Properties
Total energy, hartree: -306.1876
Frontier orbital gap, Eh: 0.3431
Relative energy (zero: lowest compared OMol25 entry of this formula, charge and spin), kJ/mol: 514.3

Structure (ORCA input):
```
! RIJCOSX wB97M-V def2-TZVPD def2/J DEFGRID3
* xyz 1 1
N 0.620 -0.387 0.313
N -1.089 1.140 -1.588
C 1.461 -1.243 -0.405
C -1.919 1.480 -0.401
C -0.511 1.593 -0.546
C 0.798 -0.262 1.719
C 0.008 -1.566 -0.421
H 1.903 -0.932 -1.270
H -0.616 -1.244 -1.295
H 0.994 -1.174 2.323
H 1.821 0.407 1.865
H -0.322 -2.480 0.188
H -0.030 0.346 2.146
H -2.341 0.704 0.224
H 0.398 2.031 -0.140
H -0.901 0.999 -2.660
H 2.138 -1.924 0.187
H -2.412 2.512 -0.238
*
```



No. 12
Density functional theory data (ωB97M-V/def2-TZVPD) for C5H11N2 as an isolated structure.

## Properties
Total energy, hartree: -306.2828
Frontier orbital gap, Eh: 0.4262
Relative energy (zero: lowest compared OMol25 entry of this formula, charge and spin), kJ/mol: 264.4

Structure (ORCA input):
```
! RIJCOSX wB97M-V def2-TZVPD def2/J DEFGRID3
* xyz 1 1
N -1.393 0.189 -0.140
N 2.376 -0.033 -0.058
C -2.785 0.007 -0.415
C 2.994 0.890 -0.991
C 2.768 -0.982 0.659
C -0.283 0.134 -0.032
C -3.394 -0.178 0.987
H -3.062 0.829 -1.029
H -2.899 -0.850 -1.071
H 2.076 -1.670 1.178
H -2.993 -1.040 1.524
H -4.503 -0.271 0.917
H 2.870 0.555 -1.936
H 4.019 1.144 -0.804
H 1.058 0.196 0.045
H 3.784 -1.480 0.722
H -3.127 0.705 1.525
H 2.494 1.856 -1.083
*
```